Molecular formula: H28O14
Method: DFT, the ωB97M-V functional and the def2-TZVPD basis

* max |F|: 5.09 eV/A
* 2S+1: 1
* charge: 0
* gap between HOMO and LUMO: 8.8962 eV

```
42
Properties=species:S:1:pos:R:3:forces:R:3:lowdin_charge:R:1
H -0.792 -0.793 1.107 0.5928 -0.0017 -0.3445 0.038
H 0.439 -0.612 0.120 -1.4225 0.0097 0.5153 0.076
H 1.952 2.106 3.023 0.2947 -0.1905 2.6006 -0.019
H 2.462 3.214 2.030 -0.2120 -1.2089 0.5065 0.062
H 1.031 4.007 0.382 0.3489 1.1117 0.2804 0.012
H 0.849 3.419 -1.083 -0.1442 0.0103 1.8219 0.048
H 1.137 -1.421 -3.605 1.1845 -1.4273 1.7643 0.106
H 1.599 -2.629 -2.625 -1.1441 -1.6140 -0.3328 -0.039
H -1.624 4.236 -0.764 -0.2045 -0.0090 -0.0052 0.044
H -2.123 3.464 0.446 -0.2542 -0.1917 -0.2315 0.040
H 3.372 0.580 -2.314 -0.5376 -0.2115 -2.5633 -0.024
H 2.278 0.673 -1.125 1.3173 0.1310 -1.2651 0.042
H -3.856 -2.149 0.363 -0.1743 -0.2546 -0.1791 -0.020
H -3.309 -2.616 -1.090 -0.1105 1.5954 1.9389 0.086
H 1.263 -3.348 -1.230 1.3431 1.7882 -0.8420 -0.075
H 0.075 -3.208 -0.186 1.0052 -0.2349 -0.9964 0.061
H 0.354 -2.690 3.663 1.0588 -0.1518 1.6389 -0.002
H -1.164 -2.180 3.467 2.4333 -1.0509 -0.6935 0.090
H -5.134 -1.227 2.580 0.6026 -0.6787 -1.0721 0.092
H -5.382 -2.628 2.288 -2.7459 -4.0236 1.4519 -0.022
H 1.405 2.276 -4.101 -0.1723 -0.2011 0.5792 0.058
H 1.907 3.061 -2.949 0.8514 1.0355 0.5431 0.017
H -0.547 2.685 3.324 -1.9723 2.7147 1.4720 0.006
H 0.053 1.367 3.644 -0.0629 -1.3146 1.5485 0.021
H -1.610 0.686 -1.311 0.9387 -0.6108 -0.0517 0.003
H -2.376 0.240 -0.014 0.4470 0.1081 -1.1246 0.000
H 3.582 -3.403 -2.273 0.5626 0.2027 0.0120 0.028
H 3.122 -2.683 -1.012 2.3674 0.1513 -1.1302 0.063
O -0.548 -0.711 0.171 1.7377 -0.6862 0.1156 -0.073
O 1.954 2.381 2.152 2.2056 1.8452 -3.7876 -0.070
O 0.749 3.257 -0.105 2.7073 -1.7119 -2.5700 -0.086
O 1.802 -1.778 -2.928 -0.5073 3.3237 -2.1415 -0.058
O -1.321 3.661 -0.053 -2.5574 0.9155 0.3589 -0.083
O 3.223 0.616 -1.411 -0.6740 0.1902 4.0431 -0.053
O -3.285 -1.900 -0.372 0.2395 -1.4347 -1.7045 -0.086
O 0.656 -3.806 -0.723 -2.5965 -1.5801 2.2386 -0.026
O -0.313 -2.542 3.034 -3.5476 1.2426 -0.9894 -0.062
O -4.871 -1.970 1.979 2.0761 4.6360 -0.2540 -0.003
O 1.445 2.262 -3.126 -0.6774 -0.7964 -1.2756 -0.038
O -0.076 1.997 2.975 -0.1029 -2.0470 -1.9990 0.003
O -2.321 0.888 -0.732 -2.1695 1.1296 0.7368 -0.073
O 3.941 -2.783 -1.616 -2.3247 -0.5094 1.3870 -0.085
```
Forces are in eV/Å.

---

Molecular formula: H28O14
Method: DFT, the ωB97M-V functional and the def2-TZVPD basis

* max |F|: 2.49 eV/A
* 2S+1: 1
* charge: 0
* gap between HOMO and LUMO: 9.2933 eV

```
42
Properties=species:S:1:pos:R:3:forces:R:3:lowdin_charge:R:1
O 1.165 1.250 4.205 0.1000 -0.2212 0.1819 -0.036
H 1.387 1.036 3.298 0.2234 -0.4991 -0.0832 -0.029
H 1.063 2.193 4.165 -0.1512 0.7465 0.3602 0.031
O -1.155 1.416 -1.412 -1.1663 1.1195 0.9072 -0.046
H -1.199 2.358 -1.189 1.0736 0.3808 -0.5551 0.100
H -1.976 1.228 -0.937 -0.3985 -1.2652 0.1318 0.086
O 0.018 -0.369 0.162 0.4125 0.6623 -0.7532 -0.059
H -0.261 0.292 -0.517 -0.1016 -0.6554 0.3493 0.022
H 0.808 0.090 0.515 0.1068 -0.7287 -0.0517 0.009
O 2.042 0.651 1.547 0.4725 -0.2787 0.3331 -0.045
H 2.909 0.711 1.130 0.0220 0.0940 0.0671 0.095
H 1.667 1.532 1.475 -0.0213 0.4966 -0.5335 0.040
O 0.516 -2.933 -1.226 -0.2105 -1.0529 -0.3074 -0.064
H 0.464 -3.785 -0.757 -0.1539 0.4429 -0.3452 0.084
H 0.941 -2.371 -0.587 0.2878 0.4216 0.7043 -0.015
O -2.282 -2.601 -0.800 -1.4066 -0.1994 0.1784 -0.071
H -1.392 -2.328 -0.953 1.0616 0.0987 -0.0085 -0.049
H -2.685 -1.935 -0.211 0.3388 -0.3653 -0.3258 -0.015
O 0.754 -0.694 -2.789 0.2637 0.4150 0.1509 -0.025
H 0.642 -1.123 -3.628 0.0602 -0.1969 -0.8571 0.072
H 0.146 -1.193 -2.249 -0.2575 -0.3982 0.6484 0.016
O 1.183 1.914 -3.102 0.2896 0.8546 0.0930 -0.072
H 0.984 0.992 -2.886 -0.1673 -0.6334 -0.3974 -0.024
H 1.557 1.921 -3.993 -0.1388 -0.0424 0.3742 0.060
O 0.106 -1.620 3.661 -0.6541 0.1377 -0.9257 -0.039
H 0.934 -1.466 4.077 1.1033 -0.0045 0.8733 0.007
H -0.056 -0.761 3.237 -0.4460 -0.2349 0.3559 -0.019
O -2.271 0.626 -3.691 0.5087 -0.4228 0.1756 -0.073
H -3.026 1.141 -3.963 -0.2033 0.2717 0.1799 0.021
H -1.926 0.938 -2.825 -0.4204 0.0144 -1.1662 -0.022
O 2.450 -2.391 0.892 0.0733 -0.8593 -0.4739 -0.012
H 2.796 -1.821 0.216 0.4121 0.2818 -0.6106 0.033
H 2.308 -1.815 1.624 -0.4372 0.5614 1.0763 0.008
O -1.101 0.534 2.273 -0.9386 -0.7601 2.1751 -0.031
H -1.227 1.451 2.147 0.0146 1.4078 -0.3483 0.053
H -0.693 0.121 1.521 0.6717 -0.3083 -1.6507 -0.035
O 1.093 2.600 -0.265 -0.9927 -1.0852 -0.1619 -0.032
H 1.050 2.227 -1.165 -0.2278 -0.2065 -0.0211 0.015
H 1.757 3.229 -0.433 1.4160 1.6689 0.0963 0.036
O -3.125 -0.540 0.747 -1.0064 0.1789 -0.8243 -0.019
H -2.478 -0.227 1.352 1.7139 0.4127 0.9613 -0.018
H -3.875 -0.475 1.326 -1.1265 -0.2494 0.0275 0.063
```
Forces are in eV/Å.

---

Number 1: E -1069.9467 Eh. Number 2: E -1070.1379 Eh.